1.
The following is a quantum chemistry calculation of a structure of composition C41H35BBrClN2O6Ti at a distorted geometry, from OMol25.

Positions of all 88 atoms, in Å:
Ti  0.159967  -0.710572  0.758061
C  4.992535  2.555718  0.933434
C  4.461819  1.152844  0.941531
C  5.051717  0.162674  1.750162
C  4.551905  -1.146107  1.651910
C  3.462908  -1.351945  0.849380
Br  2.883981  -3.143151  0.498039
N  2.815580  -0.417611  0.148224
C  3.378059  0.817787  0.170322
H  6.082564  2.563256  0.990612
H  4.596959  3.101705  1.792378
H  4.677625  3.078986  0.031100
H  5.892523  0.394926  2.385723
H  5.014027  -1.963754  2.179836
H  2.910421  1.544240  -0.485968
Cl  -0.292542  -3.133265  8.647340
C  -0.209794  -2.616750  6.982525
C  -1.023378  -1.564784  6.548649
C  -0.949786  -1.156645  5.246869
C  -0.065274  -1.786246  4.329226
C  0.765290  -2.835758  4.811459
C  0.695217  -3.239573  6.117275
C  -0.001695  -1.333612  2.988283
O  -0.637673  -0.301163  2.549819
O  0.747674  -1.907709  2.085407
H  -1.694876  -1.085409  7.248998
H  -1.551989  -0.339785  4.878367
H  1.463003  -3.288255  4.121102
H  1.334402  -4.030350  6.489105
O  -3.128409  -1.418920  0.708666
B  -1.900894  -0.931190  0.220550
O  -2.198693  -0.142691  -0.920410
C  -3.531057  -0.156852  -1.098356
C  -4.312669  0.460735  -2.057127
C  -5.689517  0.279878  -1.969896
C  -6.258613  -0.490087  -0.968434
C  -5.474453  -1.123703  -0.010109
C  -4.106270  -0.942128  -0.085802
H  -3.866536  1.053563  -2.839054
H  -6.327976  0.747653  -2.708735
H  -7.335545  -0.604393  -0.935219
H  -5.914953  -1.731675  0.763517
C  -0.865599  0.163261  -6.521075
C  -0.567309  -0.701390  -5.328057
C  0.719111  -0.790047  -4.805676
C  0.975549  -1.448661  -3.619767
C  2.378919  -1.529581  -3.091424
C  -0.093893  -2.058205  -2.929915
C  -1.364087  -2.110265  -3.528187
C  -2.495275  -2.874819  -2.914122
C  -1.583852  -1.416147  -4.703009
C  0.017030  -2.322977  -1.472532
O  -0.507098  -3.267162  -0.875509
O  0.598475  -1.355132  -0.846042
H  0.016189  0.736476  -6.808594
H  -1.670718  0.861650  -6.282535
H  -1.185898  -0.435574  -7.377986
H  1.532657  -0.298033  -5.326993
H  3.092854  -1.182244  -3.840539
H  2.622162  -2.556106  -2.817128
H  2.490582  -0.930543  -2.186901
H  -2.392260  -2.908826  -1.835372
H  -2.473021  -3.908139  -3.263428
H  -3.453834  -2.430782  -3.178030
H  -2.579625  -1.391202  -5.128192
C  -1.490160  3.002638  -2.680828
C  -0.442362  2.110792  -2.851786
C  0.191822  1.559092  -1.760699
C  -0.206818  1.869814  -0.449974
C  -1.301011  2.740115  -0.295582
C  -1.922861  3.295145  -1.396364
N  0.477855  1.290287  0.599883
C  0.927997  2.040867  1.636220
C  1.611165  1.425279  2.711684
C  2.118170  2.166708  3.753452
C  2.022160  3.553292  3.771005
C  1.409384  4.184751  2.701024
C  0.877505  3.454630  1.660393
H  -1.968810  3.450641  -3.543580
H  -0.110861  1.838766  -3.844268
H  1.002812  0.857064  -1.893012
H  -1.676380  2.945762  0.699398
H  -2.760945  3.967535  -1.254389
H  1.748688  0.347823  2.716064
H  2.604180  1.654046  4.572205
H  2.435538  4.130518  4.587730
H  1.346627  5.268777  2.675802
H  0.429664  3.980227  0.827880

Atoms 1-3, force components in eV/Å:
Ti -0.6 1.7 1.8
C -0.1 0.0 0.1
C 1.0 -0.1 0.7

Net charge ... -2
Energy relative to the best compared isomer or geometry (same formula, charge and spin) ... 4.526 eV
2S+1 ... 3
⟨S²⟩ ... 2.02
LUMO (alpha / beta) ... 4.19 / 4.19 eV
Max |F| ... 0.0898 hartree/bohr
Orbital gap (alpha / beta) ... 3.361 / 6.105 eV
E_tot ... -164712.094 eV

Here are the Mulliken charges for atoms 1 to 2, given in e: Ti -0.075; C -1.570


2.
The following is a quantum chemistry calculation of the ion C11H16N3O with charge +1 at a distorted geometry, from OMol25.

Positions of all 31 atoms, in Å:
C  0.136294  -3.208344  1.545468
N  -0.168492  -2.546720  0.288213
C  -1.614592  -2.649816  -0.169659
C  0.071725  -1.154270  0.559388
C  0.877439  -0.325382  -0.101395
C  1.698584  -0.797744  -1.149434
N  2.113123  -1.297817  -2.086313
C  0.745955  1.116485  0.256511
O  -0.235371  1.652795  -0.552188
C  0.033733  2.935646  -1.013134
C  1.293937  3.259512  -1.813661
C  -0.094805  3.236142  -2.437111
C  0.313976  1.281948  1.708268
C  -0.773708  0.349933  2.019234
N  -0.885350  -0.767638  1.434454
H  -0.501472  -2.728345  2.280552
H  -0.029622  -4.263449  1.437832
H  1.044665  -3.002801  2.009625
H  0.568446  -2.815970  -0.455974
H  -2.057471  -2.477159  0.779741
H  -1.768316  -1.731363  -0.730422
H  -1.682316  -3.507835  -0.667494
H  1.739263  1.620728  0.195367
H  -0.327863  3.607096  -0.223790
H  2.048457  2.474208  -2.089275
H  1.692036  4.218168  -1.620853
H  -0.653290  3.969779  -2.981159
H  0.037447  2.295987  -2.944310
H  0.117830  2.321894  1.953401
H  0.987427  1.051143  2.452459
H  -1.654002  0.687443  2.587717

Atoms 1-3, force components in eV/Å:
C -2.0 -1.2 1.0
N 3.4 0.3 -2.3
C 2.0 3.6 1.8

Net charge ... +1
Energy relative to the best compared isomer or geometry (same formula, charge and spin) ... 4.578 eV
2S+1 ... 1
LUMO ... -4.24 eV
Max |F| ... 0.0873 hartree/bohr
Orbital gap ... 8.903 eV
SMILES ... C[NH+](C)C1=C(C#N)[C@@H](OC2CC2)CC=N1
E_tot ... -18173.398 eV

Here are the natural (NBO) charges for atoms 1 to 2, given in e: C -0.440; N -0.367


3.
The following is a quantum chemistry calculation of a structure of composition C23H19AsBrN2O3S4Tc at a distorted geometry, from OMol25.

Positions of all 54 atoms, in Å:
Tc  1.547395  0.753208  -1.271762
C  0.629335  3.568900  0.786910
O  0.556319  2.145977  0.793374
C  -0.120472  1.548585  1.811880
C  -0.736468  2.221244  2.851741
C  -1.380051  1.475181  3.832788
Br  -2.226396  2.400889  5.250665
C  -1.421900  0.101559  3.797792
C  -0.797588  -0.582791  2.748358
C  -0.145530  0.152994  1.772152
O  0.495325  -0.457792  0.706170
C  -0.867702  -2.046053  2.730840
N  -1.334949  -2.753602  3.725300
C  -1.227146  -4.067807  3.330881
C  -1.556867  -5.244112  4.005148
C  -1.312055  -6.442209  3.367053
C  -0.754701  -6.490937  2.079553
C  -0.425089  -5.340615  1.392592
C  -0.668199  -4.134621  2.040207
N  -0.441714  -2.828012  1.683798
H  1.194947  3.930719  1.646834
H  -0.370675  4.007213  0.783307
H  1.144728  3.835823  -0.131029
H  -0.708096  3.297437  2.926744
H  -1.918481  -0.476091  4.562954
H  1.369066  -0.788032  0.988149
H  -1.995597  -5.204406  4.993285
H  -1.548097  -7.372325  3.867549
H  -0.577241  -7.454185  1.619541
H  0.001894  -5.371770  0.397998
H  -0.105124  -2.503730  0.792383
S  5.853347  2.456316  -1.334796
As  4.755251  0.657892  -1.169373
S  3.287078  0.696708  0.430053
S  3.244758  0.650708  -2.856043
S  6.057161  -0.983235  -1.128201
C  0.490529  1.789072  -2.327588
C  -0.093927  2.765766  -3.165731
C  -1.471127  2.805576  -3.431352
C  -1.986158  3.776254  -4.267892
C  -1.146772  4.712672  -4.859498
C  0.220568  4.678282  -4.610281
C  0.747462  3.721128  -3.766760
H  -2.120660  2.071378  -2.971381
H  -3.049331  3.802213  -4.467343
H  -1.556849  5.469896  -5.514318
H  0.876950  5.404624  -5.070968
H  1.810300  3.677845  -3.561893
C  -0.363966  -1.239114  -2.940808
C  0.745542  -1.052772  -1.951524
O  1.300467  -1.948104  -1.369133
H  -0.620988  -2.293472  -3.043399
H  -0.051181  -0.833740  -3.903927
H  -1.227320  -0.666534  -2.601013

Atoms 1-3, force components in eV/Å:
Tc -0.5 1.5 -2.3
C 0.0 0.1 -0.1
O -0.1 -0.1 -0.3

Net charge ... 0
Energy relative to the best compared isomer or geometry (same formula, charge and spin) ... 3.286 eV
2S+1 ... 1
LUMO (alpha / beta) ... -3.40 / -3.40 eV
Max |F| ... 0.0677 hartree/bohr
Orbital gap (alpha / beta) ... 4.079 / 4.084 eV
E_tot ... -209700.411 eV

Here are the Mulliken charges for atoms 1 to 2, given in e: Tc -0.451; C -0.961